(1)
Molecular formula: C5H7N
Method: DFT, wB97M-V/def2-TZVPD

Calculated values
- LUMO (eV) = 0.99
- E (a.u.) = -249.2465
- spin multiplicity = 1
- energy above the lowest of the compared OMol25 structures with the same formula, charge and spin (kcal per mole) = 142.27
- gap between HOMO and LUMO (eV) = 9.8375

Geometry as XYZ:
```
13
Properties=species:S:1:pos:R:3:mulliken_charge:R:1
C 1.082 0.530 -1.410 -0.80
N 0.521 0.353 -0.066 -0.20
C 0.515 -1.342 0.526 -0.63
C -0.659 -0.512 0.091 0.16
C -1.663 -0.062 1.053 -1.07
C -2.509 0.292 1.839 0.31
H 0.757 1.499 -1.812 0.28
H 0.769 -0.268 -2.102 0.31
H 2.176 0.528 -1.348 0.30
H 0.872 -1.892 -0.367 0.18
H 1.169 -0.055 0.748 0.40
H -1.099 -0.730 -0.889 0.36
H -3.243 0.607 2.553 0.41
```



(2)
Molecular formula: C22H39FINO6PS
Method: DFT, wB97M-V/def2-TZVPD

Calculated values
- LUMO (eV) = -5.18
- charge = +1
- E (a.u.) = -2504.4801
- spin multiplicity = 1
- gap between HOMO and LUMO (eV) = 4.6388

Geometry as XYZ:
```
72
Properties=species:S:1:pos:R:3:mulliken_charge:R:1
C -2.862 -0.463 3.873 -1.24
C -1.412 -0.136 4.293 0.90
C -0.935 1.291 3.911 -0.76
C -0.623 -1.037 4.931 -0.77
C 0.777 -1.515 4.501 -0.90
C 1.209 -1.083 3.076 -0.16
C 1.574 -2.288 2.124 0.16
C 0.337 -3.219 2.080 -1.38
C 2.088 -1.674 0.784 -0.38
C 1.457 -2.131 -0.559 -1.17
C 0.742 -0.971 -1.351 1.61
O 1.497 -0.766 -2.559 -0.57
C 1.053 0.360 -3.278 0.37
C 1.507 1.711 -2.601 -0.53
C 2.881 1.429 -1.819 0.25
C 2.792 1.692 -0.275 -0.97
O 3.503 2.580 -1.289 -0.55
P 2.034 0.276 -4.950 0.36
O 1.797 1.738 -5.735 -0.53
O 3.656 0.151 -4.632 -0.45
C -0.481 0.346 -3.665 -0.26
S -0.672 -0.465 -5.331 -0.11
N -1.394 -0.348 -2.672 -0.31
I -2.758 -1.565 -3.878 0.31
C -2.333 0.630 -2.013 -2.06
C -1.672 1.596 -0.987 0.54
C -2.780 2.116 0.015 -0.35
C -2.451 3.521 0.552 0.23
O -3.270 4.352 0.493 -0.49
O -1.200 3.749 1.089 -0.42
C -0.714 -1.317 -1.746 1.08
C -1.538 -1.650 -0.476 -1.40
F -0.631 -2.527 -2.443 -0.43
H -2.846 -0.599 2.770 0.06
H -3.135 -1.431 4.333 0.45
H -3.575 0.343 4.132 0.36
H -1.656 1.733 3.196 0.08
H 0.044 1.240 3.395 0.26
H -0.803 1.926 4.800 0.37
H -1.011 -1.446 5.885 0.40
H 0.814 -2.602 4.682 0.49
H 1.506 -1.073 5.221 0.37
H 0.467 -0.465 2.537 -0.31
H 2.118 -0.458 3.189 0.45
H 2.396 -2.819 2.642 0.33
H 0.291 -3.790 3.027 0.52
H -0.618 -2.674 2.004 0.04
H 0.453 -3.998 1.299 0.48
H 3.176 -1.874 0.727 0.50
H 2.022 -0.569 0.875 -0.26
H 0.759 -2.978 -0.525 0.79
H 2.279 -2.458 -1.226 0.12
H 0.838 -0.062 -0.728 -0.64
H 0.834 2.069 -1.807 -0.51
H 1.828 2.485 -3.319 0.60
H 3.504 0.578 -2.154 0.59
H 1.937 2.297 0.055 0.34
H 3.661 1.514 0.365 0.41
H 1.121 2.265 -5.276 0.42
H 3.992 1.050 -4.437 0.35
H -0.760 1.395 -3.862 0.70
H -0.010 -1.652 -5.320 0.31
H -2.711 1.268 -2.836 0.55
H -3.239 0.141 -1.619 0.62
H -0.890 1.146 -0.361 -0.22
H -1.333 2.488 -1.546 0.73
H -2.717 1.427 0.888 -0.05
H -3.796 2.044 -0.396 0.55
H -0.749 4.389 0.513 0.32
H -2.574 -1.840 -0.826 0.43
H -1.592 -0.814 0.240 0.00
H -1.203 -2.576 0.001 0.43
```



(3)
Molecular formula: C20H18BrFO8
Method: DFT, wB97M-V/def2-TZVPD

Calculated values
- LUMO (eV) = -1.84
- E (a.u.) = -4048.5689
- SMILES = O=C(Br)C[C@@]1(CCCF)COC(=O)O1.O=C1C=CC(=O)C=C1.O=C1C=CC(=O)C=C1
- spin multiplicity = 1
- gap between HOMO and LUMO (eV) = 8.3872

Geometry as XYZ:
```
48
Properties=species:S:1:pos:R:3:mulliken_charge:R:1
O 4.329 0.306 -2.404 -0.52
C 3.266 -0.296 -2.143 0.43
Br 2.813 -0.788 -0.245 -0.14
C 2.196 -0.718 -3.257 -0.84
C 0.777 0.040 -3.118 1.41
C -0.287 -1.020 -2.538 -0.64
C -1.813 -0.716 -2.923 -0.85
C -2.576 0.290 -1.943 -0.18
F -2.607 -0.214 -0.580 -0.31
C 0.709 1.445 -2.354 -0.33
O 0.621 2.454 -3.423 -0.39
C -0.204 1.791 -4.382 0.58
O -1.215 2.232 -4.948 -0.52
O 0.413 0.484 -4.475 -0.44
H 2.689 -0.540 -4.282 0.34
H 2.091 -1.867 -3.174 0.33
H -0.037 -2.052 -2.999 0.54
H -0.095 -1.138 -1.411 0.12
H -2.375 -1.725 -2.896 0.41
H -1.955 -0.331 -4.004 0.30
H -2.185 1.376 -2.003 0.19
H -3.679 0.360 -2.283 0.30
H -0.109 1.498 -1.549 -0.04
H 1.624 1.828 -1.778 0.34
O 0.620 -2.453 1.011 -0.38
C 0.829 -2.991 2.083 0.33
C -0.263 -3.220 3.053 -0.37
C -0.032 -3.808 4.228 -0.34
C 1.324 -4.256 4.610 0.33
O 1.533 -4.793 5.681 -0.55
C 2.416 -4.027 3.640 -0.41
C 2.185 -3.439 2.465 -0.27
H -1.250 -2.887 2.757 0.45
H -0.820 -3.983 4.950 0.40
H 3.403 -4.360 3.936 0.41
H 2.973 -3.264 1.743 0.38
O -1.961 3.979 4.574 -0.55
C -1.646 3.712 3.430 0.28
C -0.634 4.511 2.706 -0.39
C -0.291 4.219 1.451 -0.50
C -0.906 3.085 0.731 0.40
O -0.590 2.817 -0.416 -0.42
C -1.918 2.286 1.454 -0.14
C -2.261 2.577 2.709 -0.50
H -0.193 5.339 3.248 0.40
H 0.447 4.794 0.905 0.43
H -2.359 1.458 0.911 0.44
H -2.999 2.003 3.254 0.44
```



(4)
Molecular formula: C4H10N2
Method: DFT, wB97M-V/def2-TZVPD

Calculated values
- LUMO (eV) = 1.23
- E (a.u.) = -267.8339
- SMILES = C=NC.C=NC
- spin multiplicity = 1
- energy above the lowest of the compared OMol25 structures with the same formula, charge and spin (kcal per mole) = 57.38
- gap between HOMO and LUMO (eV) = 10.9406

Geometry as XYZ:
```
16
Properties=species:S:1:pos:R:3:mulliken_charge:R:1
C 1.377 1.640 5.803 -0.24
N 0.377 1.483 5.053 -0.40
C 0.075 0.098 4.663 -0.76
H 1.648 2.658 6.077 0.26
H 1.984 0.827 6.214 0.26
H -0.756 0.154 3.962 0.27
H 0.868 -0.334 4.048 0.31
H -0.089 -0.528 5.537 0.32
C -1.444 -1.566 -5.778 -0.21
N -1.446 -0.502 -5.110 -0.40
C -0.113 -0.042 -4.638 -0.66
H -2.367 -1.906 -6.248 0.25
H -0.570 -2.194 -5.993 0.22
H -0.114 1.042 -4.622 0.23
H -0.057 -0.425 -3.620 0.25
H 0.628 -0.404 -5.348 0.32
```



(5)
Molecular formula: H5NS
Method: DFT, wB97M-V/def2-TZVPD

Calculated values
- LUMO (eV) = -2.30
- E (a.u.) = -455.7772
- spin multiplicity = 1
- energy above the lowest of the compared OMol25 structures with the same formula, charge and spin (kcal per mole) = 94.89
- gap between HOMO and LUMO (eV) = 2.7305

Geometry as XYZ:
```
7
Properties=species:S:1:pos:R:3:mulliken_charge:R:1
S -1.297 -1.183 -3.701 -0.85
H -1.457 -0.608 -4.878 -0.04
N 0.525 0.338 1.726 -0.85
H -0.310 1.000 2.094 0.46
H 0.625 0.296 0.652 0.47
H 1.395 0.781 2.067 0.41
H 0.520 -0.625 2.040 0.40
```



(6)
Molecular formula: C52H61N3O8
Method: DFT, wB97M-V/def2-TZVPD

Calculated values
- LUMO (eV) = -1.83
- E (a.u.) = -2783.6293
- SMILES = C=Cc1cc2ncc(CCCN)nc2c(CCCCCCCCCCCCCC)c1C.O=C1C=CC(=O)C=C1.O=C1C=CC(=O)C=C1.O=C1C=CC(=O)C=C1.O=C1C=CC(=O)C=C1
- spin multiplicity = 1
- gap between HOMO and LUMO (eV) = 5.8158

Geometry as XYZ:
```
124
Properties=species:S:1:pos:R:3:mulliken_charge:R:1
C -2.935 -1.947 -1.312 -0.45
C -1.562 -1.918 -1.813 -0.57
C -0.369 -2.437 -0.883 1.19
C 0.020 -3.926 -0.912 -0.50
C 1.183 -4.567 -0.046 0.27
N 1.369 -5.987 -0.175 -0.61
C 2.420 -6.390 0.698 -0.36
C 3.276 -5.466 1.611 0.47
C 4.453 -6.132 2.502 -0.91
C 3.877 -6.929 3.781 -0.52
C 2.787 -6.097 4.623 -0.51
N 1.398 -6.177 4.066 -0.53
N 3.073 -4.060 1.702 -0.24
C 1.993 -3.612 0.862 0.49
C 1.647 -2.065 0.922 -0.31
C 2.491 -1.029 1.848 -1.15
C 3.682 -0.313 1.030 -0.55
C 3.655 1.298 1.022 -0.25
C 3.116 1.985 -0.327 0.04
C 3.772 1.434 -1.693 -0.30
C 2.909 2.119 -2.909 -0.81
C 1.957 0.984 -3.565 -0.12
C 0.946 1.606 -4.688 -0.79
C -0.340 0.660 -4.903 -0.56
C -1.740 1.330 -4.477 -0.59
C -1.681 2.260 -3.162 0.37
C -2.820 1.772 -2.094 0.29
C -3.307 2.972 -1.122 -0.64
C -2.181 3.293 0.009 -0.68
C 0.464 -1.476 0.081 0.02
C 0.005 0.055 0.109 0.27
H -3.721 -2.692 -1.673 0.15
H -3.239 -1.151 -0.530 0.17
H -1.411 -1.514 -2.874 0.05
H -0.587 -4.606 -1.619 0.29
H 2.661 -7.519 0.727 0.31
H 5.005 -6.889 1.842 0.36
H 5.146 -5.262 2.784 0.31
H 4.761 -7.161 4.493 0.32
H 3.486 -7.966 3.450 0.28
H 2.757 -6.529 5.692 0.35
H 3.077 -4.981 4.735 0.26
H 0.815 -5.393 4.427 0.21
H 0.956 -7.015 4.498 0.24
H 2.975 -1.700 2.660 0.27
H 1.809 -0.283 2.379 0.57
H 3.730 -0.804 0.001 0.27
H 4.665 -0.613 1.569 0.33
H 4.679 1.692 1.372 -0.09
H 2.912 1.609 1.860 0.32
H 3.409 3.106 -0.257 0.29
H 1.976 1.977 -0.453 -0.34
H 3.682 0.308 -1.856 0.39
H 4.870 1.758 -1.736 0.11
H 3.665 2.419 -3.712 0.35
H 2.246 2.972 -2.532 0.31
H 2.573 0.185 -4.126 0.41
H 1.312 0.433 -2.798 -0.22
H 0.700 2.694 -4.441 0.34
H 1.548 1.578 -5.673 0.43
H -0.413 0.460 -6.043 0.37
H -0.172 -0.388 -4.438 0.17
H -2.477 0.453 -4.293 0.06
H -2.211 1.936 -5.345 0.35
H -1.993 3.321 -3.470 0.27
H -0.690 2.217 -2.590 -0.32
H -3.704 1.269 -2.627 0.06
H -2.279 1.017 -1.411 -0.41
H -4.213 2.560 -0.532 0.28
H -3.602 3.913 -1.717 0.35
H -2.200 2.493 0.839 0.18
H -1.134 3.252 -0.467 0.05
H -2.334 4.341 0.467 0.35
H -1.099 0.079 0.436 0.28
H 0.098 0.464 -0.970 -0.62
H 0.681 0.656 0.810 0.10
O 9.332 4.526 -2.554 -0.57
C 8.305 4.754 -1.944 0.25
C 7.722 3.758 -1.021 -0.44
C 6.594 4.009 -0.354 0.03
C 5.880 5.294 -0.508 0.42
O 4.852 5.523 0.103 -0.60
C 6.463 6.291 -1.431 -0.52
C 7.590 6.040 -2.098 -0.34
H 8.257 2.822 -0.919 0.46
H 6.153 3.291 0.324 0.47
H 5.927 7.227 -1.533 0.44
H 8.032 6.759 -2.777 0.43
O 6.929 7.313 5.890 -0.55
C 6.944 6.409 5.075 0.31
C 8.199 5.996 4.412 -0.42
C 8.215 5.006 3.518 -0.41
C 6.980 4.281 3.153 0.57
O 6.996 3.376 2.338 -0.59
C 5.726 4.694 3.816 -0.22
C 5.709 5.684 4.710 -0.43
H 9.095 6.537 4.692 0.41
H 9.125 4.691 3.022 0.44
H 4.830 4.153 3.536 0.45
H 4.800 5.999 5.205 0.42
O -9.580 -0.251 -1.561 -0.56
C -8.664 -1.018 -1.802 0.59
C -7.390 -0.534 -2.375 -0.36
C -6.389 -1.374 -2.641 -0.23
C -6.510 -2.823 -2.373 0.24
O -5.593 -3.588 -2.614 -0.60
C -7.783 -3.306 -1.800 -0.50
C -8.785 -2.466 -1.534 -0.04
H -7.318 0.530 -2.565 0.46
H -5.449 -1.037 -3.062 0.51
H -7.855 -4.370 -1.610 0.43
H -9.724 -2.802 -1.114 0.14
O -10.240 -2.896 0.567 -0.53
C -11.275 -2.689 1.179 0.36
C -11.835 -3.696 2.104 -0.37
C -12.967 -3.468 2.771 -0.38
C -13.709 -2.199 2.614 0.30
O -14.741 -1.991 3.224 -0.54
C -13.148 -1.192 1.688 -0.37
C -12.016 -1.420 1.022 -0.26
H -11.278 -4.620 2.208 0.42
H -13.392 -4.195 3.452 0.40
H -13.704 -0.269 1.584 0.42
H -11.590 -0.694 0.340 0.48
```



(7)
Molecular formula: C3H8N2O
Method: DFT, wB97M-V/def2-TZVPD

Calculated values
- LUMO (spin up / spin down) (eV) = 0.23 / 0.23
- E (a.u.) = -303.6604
- spin multiplicity = 1
- energy above the lowest of the compared OMol25 structures with the same formula, charge and spin (kcal per mole) = 145.39
- gap between HOMO and LUMO (spin up / spin down) (eV) = 7.2301 / 7.2515

Geometry as XYZ:
```
14
Properties=species:S:1:pos:R:3:mulliken_charge:R:1
C 2.292 -0.228 0.175 -0.95
C 1.142 0.497 0.334 -0.10
C -0.139 -0.185 0.341 0.07
N -2.427 -0.111 -0.089 -0.58
N -1.279 0.488 0.549 -0.02
O -0.270 -1.459 0.467 -0.26
H 3.221 0.333 -0.091 0.24
H 2.243 -1.231 -0.160 0.28
H 1.177 1.520 0.348 0.39
H 0.125 0.345 -1.636 -0.04
H -2.291 -0.014 -1.147 0.27
H -3.208 0.462 0.046 0.24
H -1.196 1.469 0.520 0.23
H 0.609 -1.885 0.343 0.25
```



(8)
Molecular formula: C7H11N
Method: DFT, wB97M-V/def2-TZVPD

Calculated values
- LUMO (spin up / spin down) (eV) = -3.75 / -7.52
- charge = +1
- E (a.u.) = -327.7698
- spin multiplicity = 2
- energy above the lowest of the compared OMol25 structures with the same formula, charge and spin (kcal per mole) = 20.65
- gap between HOMO and LUMO (spin up / spin down) (eV) = 10.8570 / 7.0912

Geometry as XYZ:
```
19
Properties=species:S:1:pos:R:3:mulliken_spin:R:1
C 0.134 0.174 -2.725 0.00
C 1.025 0.462 -1.513 0.02
C 0.948 -0.556 -0.327 0.01
C 0.042 -0.220 0.772 0.17
C -1.343 -0.053 0.787 0.41
N -1.788 0.073 2.086 -0.05
C -0.659 0.159 2.884 0.36
C 0.459 -0.133 2.115 0.01
H -0.930 0.196 -2.507 0.00
H 0.403 -0.834 -3.058 0.00
H 0.422 0.853 -3.522 0.00
H 2.083 0.520 -1.760 0.00
H 0.759 1.437 -1.088 0.00
H 0.576 -1.474 -0.820 0.03
H 1.926 -0.804 0.076 0.00
H -2.051 -0.108 -0.025 0.02
H -2.673 0.558 2.247 0.00
H -0.700 0.369 3.941 0.01
H 1.368 -0.620 2.437 0.00
```



(9)
Molecular formula: C2H4OP2
Method: DFT, wB97M-V/def2-TZVPD

Calculated values
- LUMO (eV) = -0.37
- E (a.u.) = -836.4518
- spin multiplicity = 1
- energy above the lowest of the compared OMol25 structures with the same formula, charge and spin (kcal per mole) = 24.11
- gap between HOMO and LUMO (eV) = 8.7519

Geometry as XYZ:
```
9
Properties=species:S:1:pos:R:3:mulliken_charge:R:1
C 0.444 -0.584 -0.948 -0.62
C -1.150 1.040 0.500 -0.54
O 2.225 -0.717 1.231 -0.43
P 0.141 1.152 -0.584 -0.04
P 0.802 -0.923 1.022 0.41
H -0.600 -1.399 -1.473 0.27
H 1.390 -0.828 -1.508 0.35
H -1.446 2.020 1.094 0.23
H -1.806 0.238 0.665 0.37
```



(10)
Molecular formula: C5H14N2
Method: DFT, wB97M-V/def2-TZVPD

Calculated values
- LUMO (eV) = 1.15
- E (a.u.) = -308.3749
- SMILES = C/C=C/N.CNC
- spin multiplicity = 1
- energy above the lowest of the compared OMol25 structures with the same formula, charge and spin (kcal per mole) = 30.23
- gap between HOMO and LUMO (eV) = 8.9094

Geometry as XYZ:
```
21
Properties=species:S:1:pos:R:3:mulliken_charge:R:1
C 0.129 1.637 1.970 -1.08
C 0.501 2.047 0.572 -0.16
C 1.086 1.214 -0.278 -0.02
N 1.399 1.469 -1.617 -0.51
H 0.156 0.554 2.055 0.24
H 0.776 2.083 2.732 0.32
H -0.891 1.943 2.195 0.29
H 0.279 3.074 0.298 0.28
H 1.273 0.194 0.034 0.19
H 2.177 0.925 -1.958 0.23
H 1.510 2.444 -1.851 0.22
C -1.904 -1.240 0.185 -0.97
N -0.568 -1.806 0.158 -0.18
C -0.396 -2.756 -0.929 -0.96
H -2.105 -0.729 -0.758 0.34
H -2.697 -1.982 0.348 0.37
H -1.966 -0.480 0.966 0.24
H -0.399 -2.249 1.053 0.23
H -1.128 -3.571 -0.925 0.33
H 0.587 -3.213 -0.878 0.31
H -0.490 -2.221 -1.870 0.30
```



(11)
Molecular formula: C3H9NO2S
Method: DFT, wB97M-V/def2-TZVPD

Calculated values
- LUMO (eV) = 0.78
- E (a.u.) = -723.1062
- SMILES = NC(=O)CCS.O
- spin multiplicity = 1
- energy above the lowest of the compared OMol25 structures with the same formula, charge and spin (kcal per mole) = 38.98
- gap between HOMO and LUMO (eV) = 9.9053

Geometry as XYZ:
```
16
Properties=species:S:1:pos:R:3:mulliken_charge:R:1
N 1.777 -1.159 -0.216 -0.41
C 0.722 -0.208 -0.071 0.62
O 0.955 1.006 -0.014 -0.73
C -0.665 -0.684 0.226 -0.24
C -1.033 0.145 1.414 -0.84
S -2.667 0.185 2.125 -0.20
H 1.636 -1.920 -0.833 0.23
H 2.679 -0.704 -0.149 0.26
H -0.827 -1.761 0.441 0.30
H -1.356 -0.512 -0.680 0.28
H -0.464 -0.311 2.360 0.24
H -0.533 1.115 1.355 0.41
H -3.273 1.046 1.257 0.11
O 1.191 0.893 -2.435 -0.68
H 1.164 1.505 -1.594 0.37
H 0.694 1.362 -3.187 0.29
```



- What is the E in the first record?
  -249.2465 a.u.



- Among the records above, which one has the highest E?
  C5H7N